The following is a DFT calculation (ωB97M-V/def2-TZVPD) of a 11-piece molecular cluster, C11H33N11O22 overall at a distorted geometry.

The geometry in XYZ format:
```
77
Properties=species:S:1:pos:R:3:forces:R:3
C 13.04342 19.80339 8.51243 -0.5 1.6 -0.5
N 12.92714 20.06613 7.03727 0.3 -2.7 -3.5
O 13.94696 20.21168 6.36753 0.1 0.8 1.6
O 11.87711 19.83235 6.41877 0.0 0.9 2.1
H 14.02187 20.19561 8.78973 -0.2 -0.4 0.1
H 12.84733 18.75374 8.73124 0.2 0.2 -0.3
H 12.24855 20.44471 8.89320 0.1 -0.3 0.5
C 16.10502 22.55722 5.01809 -0.4 -0.5 0.1
N 16.54249 22.88170 6.44917 -1.0 1.3 -0.9
O 17.63589 22.54884 6.80581 0.8 -0.9 -0.2
O 15.81344 23.59059 7.11569 -0.6 -0.2 0.0
H 15.08540 22.84375 4.76046 0.1 0.6 0.8
H 16.04744 21.47333 4.91829 0.8 0.1 0.0
H 16.77566 23.07678 4.33370 0.2 -0.4 0.2
C 8.43894 20.61716 5.96736 -0.1 0.1 -0.5
N 8.76782 19.48805 5.00352 -1.3 -2.2 0.0
O 9.32849 19.75825 3.99029 1.0 1.6 -1.3
O 8.51462 18.30120 5.25012 -0.4 1.6 1.3
H 7.42675 20.65479 6.37005 0.2 -1.5 0.6
H 8.35470 21.57311 5.45047 1.3 -0.2 -0.5
H 9.29552 20.49271 6.62984 -0.5 0.6 0.5
C 12.50825 21.08726 -1.06533 0.9 0.6 0.3
N 11.33971 21.21856 -1.93394 -1.1 -0.6 -1.3
O 10.98698 22.31484 -2.31001 0.4 0.5 0.4
O 10.76801 20.20037 -2.28063 0.3 -0.3 0.4
H 13.18000 21.90901 -1.31350 -0.1 -0.1 0.1
H 13.00143 20.12917 -1.22940 -0.4 0.1 0.1
H 12.16216 21.25034 -0.04468 0.0 -0.2 0.0
C 8.01483 21.93839 0.04617 0.4 0.5 -0.8
N 7.08778 22.03084 -1.13055 1.7 0.8 -0.5
O 7.54584 22.32918 -2.25192 -0.9 -0.6 1.8
O 5.94893 21.84323 -0.83091 -1.6 -0.3 -0.8
H 8.48656 20.95834 -0.02500 0.0 0.1 0.2
H 7.41058 22.11255 0.93648 0.3 -0.3 -0.2
H 8.73903 22.73961 -0.10112 0.1 -0.3 0.2
C 7.50720 25.27975 3.71813 1.2 0.9 0.9
N 6.64135 24.73409 2.68832 -0.5 0.9 0.6
O 5.46810 24.69462 3.02856 0.0 -0.6 -1.2
O 7.14032 24.47696 1.60864 -0.7 -0.3 0.3
H 7.62864 26.35030 3.55299 0.2 0.0 -0.7
H 8.47931 24.79057 3.65638 -0.2 0.1 0.2
H 7.01785 25.30053 4.69189 0.1 -0.9 -0.2
C 10.52889 25.30540 -1.73022 -0.3 0.4 -0.5
N 11.00870 25.28624 -0.28003 -0.7 0.2 -1.3
O 11.88860 24.50342 -0.01756 0.5 0.0 -0.1
O 10.47287 26.02516 0.51443 -0.1 0.1 0.0
H 11.35290 25.11865 -2.41887 0.0 -0.4 0.5
H 10.08643 26.25116 -2.04306 0.2 0.3 0.8
H 9.71236 24.59747 -1.87238 0.4 -0.4 0.3
C 15.99488 18.80260 2.14695 0.9 0.0 -1.1
N 15.00220 19.78589 2.57815 0.5 1.2 -0.7
O 14.02793 19.26663 3.07025 -0.6 1.3 0.4
O 15.22321 21.00257 2.34025 -0.9 -2.5 1.0
H 16.79186 18.72082 2.88603 -0.3 -0.1 0.1
H 16.43020 19.18778 1.22487 0.1 0.0 0.1
H 15.45049 17.88068 1.94249 0.3 0.1 0.3
C 14.74723 25.89136 0.89723 -0.9 -0.1 0.5
N 15.24855 24.55994 1.20597 1.7 -3.4 1.0
O 16.50129 24.42413 1.33891 -3.2 0.4 -0.3
O 14.43819 23.60705 1.30549 1.9 2.3 -0.3
H 13.71045 25.91321 1.23296 0.0 0.0 -0.2
H 14.77410 25.91568 -0.19217 0.3 0.7 0.1
H 15.33069 26.58714 1.50020 0.2 0.1 -0.8
C 12.05859 22.14374 3.15142 1.9 -2.1 0.0
N 10.78865 22.63417 2.70442 0.4 0.7 4.8
O 9.96991 22.85240 3.58638 -0.8 0.1 0.2
O 10.67269 22.87386 1.58204 -1.1 0.6 -4.7
H 11.95852 21.56670 4.07072 -0.1 0.1 -0.1
H 12.86491 22.87204 3.23816 -0.6 0.5 -0.1
H 12.36136 21.49198 2.33189 0.3 -0.2 0.3
C 11.17764 23.70327 6.95265 1.0 1.3 -0.5
N 10.73687 24.87940 5.96296 -0.4 -1.3 0.4
O 9.55343 25.24545 5.99998 2.1 -0.5 0.1
O 11.59573 25.26123 5.18583 -1.0 -0.1 0.7
H 11.09796 22.73724 6.45412 -1.0 0.2 0.0
H 10.75608 23.85044 7.94700 -0.7 -0.2 -0.5
H 12.25642 23.77652 7.09035 0.1 0.6 -0.3
```
Positions in Å, forces in eV/Å.

Computed properties:
E_LUMO in eV: -0.96
Net charge: 0

Atom charges from the Mulliken analysis, given in e for atoms 1 to 5: C -0.78; N 0.69; O -0.43; O -0.41; H 0.32

The following is a DFT calculation (ωB97M-V/def2-TZVPD) of C11H33N2O16P3 as an isolated structure at a distorted geometry.

The geometry in XYZ format:
```
65
Properties=species:S:1:pos:R:3:forces:R:3
C 41.41648 30.98628 23.50401 1.5 -1.5 -1.8
N 41.38003 29.65574 22.79114 -1.5 -2.5 -1.4
O 41.13555 28.67027 23.52699 1.0 2.2 -1.4
O 41.42219 29.57333 21.54211 0.3 0.7 2.7
H 42.15455 30.75239 24.27124 -0.3 0.5 0.2
H 40.40560 31.06482 23.90408 0.5 0.6 -1.9
H 41.80651 31.74638 22.82709 -0.5 0.0 0.0
C 40.01204 27.03353 29.87961 -0.9 -0.6 0.5
N 39.61502 28.22040 30.77172 0.7 -1.9 -1.9
O 38.42702 28.52840 30.70819 1.9 -0.6 2.3
O 40.54526 28.71966 31.35818 -1.0 0.8 0.5
H 39.09311 26.72510 29.38105 0.5 0.2 0.2
H 40.32867 26.20692 30.51566 0.1 0.3 0.3
H 40.80345 27.23980 29.15904 -0.2 0.6 0.3
C 38.32003 26.36468 27.14187 4.8 2.8 -2.3
O 39.12679 27.47022 27.28388 2.3 2.9 -2.6
P 38.77764 28.80263 26.39545 0.7 0.5 -2.7
O 38.35122 28.59683 24.93748 1.0 0.3 3.9
O 37.66261 29.44914 27.27341 1.9 1.1 0.3
C 37.86546 29.75492 28.67593 3.6 -2.4 -0.5
O 40.10764 29.74108 26.62022 -1.0 -1.6 0.8
C 40.19889 31.07820 26.12119 -0.7 0.1 -0.8
H 37.85499 26.26024 28.12214 11.5 16.0 2.2
H 38.85377 25.43062 26.96657 0.6 0.0 0.1
H 37.56600 26.36911 26.35477 0.1 1.0 0.3
H 37.62252 30.77731 28.96541 3.0 -2.1 -1.1
H 38.92131 29.56308 28.86695 0.1 0.3 -0.2
H 37.33463 29.01431 29.27411 -0.1 0.3 -1.0
H 40.95400 31.69197 26.61231 0.2 -0.6 0.4
H 39.27902 31.66026 26.17731 -0.4 -0.3 0.3
H 40.46447 30.96814 25.06979 -0.5 0.3 2.8
C 33.63529 24.92513 25.87355 -1.5 0.8 -2.4
O 33.54396 24.91950 27.23929 1.6 1.6 3.7
P 34.08100 26.34729 27.95369 -0.1 -3.5 0.4
O 33.28840 27.50363 27.62581 -0.5 0.9 -0.3
O 34.14216 25.93648 29.49076 0.4 0.7 0.2
C 34.03927 26.99834 30.50802 -1.8 -0.2 -0.2
O 35.61535 26.42446 27.57099 0.2 1.0 -0.2
C 36.53330 25.40383 27.86917 -5.8 -6.5 1.4
H 33.49624 23.94647 25.41422 0.5 -0.3 0.5
H 34.48323 25.46491 25.45194 0.4 -0.3 0.1
H 32.74996 25.47136 25.54809 0.0 0.2 -0.6
H 34.63957 26.84056 31.40404 0.2 -0.6 -0.5
H 32.98026 26.93395 30.75789 0.1 0.1 0.6
H 34.15131 28.03380 30.18649 0.5 -0.2 -0.7
H 37.54275 25.78668 28.01922 -12.1 -15.5 -1.1
H 36.63279 24.74381 27.00744 -0.3 -0.3 0.0
H 36.32246 24.75651 28.72041 -1.1 0.1 0.1
C 34.74507 33.77416 27.87435 0.0 1.0 -1.8
O 35.04071 32.80087 28.83874 0.4 -1.2 0.7
P 36.06145 31.63108 28.43701 -1.7 0.9 -2.1
O 37.38380 32.15361 27.94908 -2.2 0.5 0.5
O 36.12443 30.61023 29.69060 -4.5 3.1 0.1
C 36.71367 31.09017 30.87926 -0.6 0.0 1.8
O 35.16343 30.81470 27.37706 -0.1 2.1 1.2
C 35.39371 29.48915 26.97005 0.2 -1.3 -0.6
H 34.83821 34.77942 28.28530 0.0 -0.2 0.2
H 33.78112 33.67284 27.37571 -0.6 -0.4 0.9
H 35.36990 33.69482 26.98474 0.7 0.1 0.3
H 35.93814 31.17187 31.64082 -0.2 -0.6 0.1
H 37.05430 32.12529 30.90397 0.7 -0.1 -0.9
H 37.43285 30.32198 31.16343 0.2 0.7 0.2
H 34.53032 28.89451 26.67159 -0.5 1.0 0.4
H 35.89007 29.03337 27.82678 -1.0 -0.7 -0.6
H 36.08698 29.50798 26.12915 -0.6 -0.1 0.0
```
Positions in Å, forces in eV/Å.

Computed properties:
E_LUMO in eV: -0.27
Net charge: 0

Atom charges from the Mulliken analysis, given in e for atoms 1 to 5: C -0.77; N 0.81; O -0.45; O -0.54; H 0.28

The following is a DFT calculation (ωB97M-V/def2-TZVPD) of C11H35BBrF3N5Na2O14S2 as an isolated structure at a distorted geometry.

The geometry in XYZ format:
```
74
Properties=species:S:1:pos:R:3:forces:R:3
C -1.84482 4.04203 3.42961 -1.1 0.9 0.2
O -1.18783 3.08962 4.25229 -0.4 0.3 -0.6
C -0.36211 2.27753 3.56322 1.7 0.3 1.2
N -1.13149 1.08525 2.97876 -0.4 -0.4 -0.7
B -1.32688 1.12053 1.47767 -0.2 0.5 -0.2
O -2.61313 1.29543 1.05954 0.4 0.5 0.5
O -0.27132 0.99444 0.62022 -0.8 -0.1 1.6
H -2.09272 3.67640 2.42105 0.2 -0.2 0.2
H -2.79628 4.27203 3.91614 0.1 -0.2 0.0
H -1.29764 4.98772 3.33869 0.3 -0.4 0.0
H 0.36229 1.87599 4.27583 -0.2 -0.2 -0.2
H 0.24759 2.78431 2.80323 -0.5 -0.2 -0.3
H -2.06048 1.06505 3.42858 0.3 -0.2 0.4
H -0.60626 0.23991 3.21057 -0.3 0.0 0.5
H -2.61482 1.88890 0.30407 -0.4 -0.3 -0.4
H -0.35240 0.01575 0.23285 0.5 1.8 0.3
C 3.21867 2.82106 2.03684 0.7 -0.5 -0.4
N 3.34420 3.10494 3.48631 -0.3 -0.5 -0.4
O 4.11809 3.96544 3.83249 0.5 0.0 0.6
O 2.65021 2.43625 4.23353 -0.1 0.6 0.1
H 3.88218 3.48795 1.48543 -0.4 0.5 0.1
H 3.49518 1.77474 1.89031 -0.2 -0.1 0.3
H 2.18441 3.00044 1.76166 0.1 0.1 0.0
Br 0.09235 -0.61316 -1.39598 0.3 -1.9 -2.6
O 7.14539 4.11706 3.96286 1.1 4.4 0.4
H 7.60431 3.62140 3.25829 -0.5 -0.6 0.1
H 7.44108 3.81692 4.83453 -0.2 -0.4 -0.1
H 6.16483 3.99248 3.87196 -0.2 -0.5 -0.1
N -5.35910 1.21067 6.88869 0.2 0.4 -0.2
S -4.10599 1.88550 6.22053 1.5 -0.1 -0.6
O -3.36390 2.79461 7.02103 -0.2 0.3 0.3
O -4.19412 2.18609 4.81871 -0.3 -0.2 -0.2
F -3.12409 0.60675 6.20132 -0.5 -0.2 0.3
S -6.54569 2.22589 7.12685 -1.4 1.2 1.0
O -7.53663 1.71056 8.00545 0.2 -1.0 0.0
O -7.01763 2.94535 5.98959 0.5 -0.2 -0.5
F -5.87613 3.36175 8.01557 0.2 -0.1 -0.1
O -1.95430 -1.15325 4.78313 0.3 -0.4 -0.3
H -2.01440 -2.08775 4.56228 0.0 0.0 0.0
H -2.25173 -1.10346 5.70004 -0.1 0.3 -0.1
C 0.59317 -4.95829 -7.78939 -0.2 -0.3 -0.1
C -0.61982 -5.11889 -6.85596 0.3 0.5 -0.3
C -1.19979 -3.78787 -6.35149 0.1 -0.3 0.2
N -0.65006 -3.27779 -5.04010 -0.2 0.3 0.4
C -1.39843 -3.90343 -3.89677 0.1 -0.1 -0.2
C 0.84400 -3.45496 -4.84711 0.1 0.0 -0.2
C 1.45826 -2.33145 -5.65225 0.1 0.0 -0.2
C 0.53163 -1.15227 -5.36817 0.2 0.5 0.0
C -0.82284 -1.75343 -4.99333 0.1 0.1 0.1
H 1.51872 -4.79845 -7.24510 0.0 0.1 -0.1
H 0.73725 -5.86470 -8.38803 0.2 0.0 0.1
H 0.45982 -4.11922 -8.48269 0.1 0.1 0.1
H -0.39557 -5.80501 -6.04001 -0.1 -0.1 0.0
H -1.40314 -5.60562 -7.44759 -0.3 -0.2 1.2
H -2.27230 -3.89980 -6.19156 0.0 0.1 0.1
H -1.06581 -3.00474 -7.09838 0.2 0.0 0.0
H -1.27131 -4.98350 -3.94891 -0.1 0.0 0.1
H -2.44825 -3.63273 -3.98261 0.0 0.0 0.0
H -0.99237 -3.51945 -2.96306 0.0 0.0 0.0
H 1.04887 -3.31295 -3.78560 -0.2 0.0 0.0
H 1.14768 -4.46127 -5.12560 -0.1 0.0 0.1
H 1.46362 -2.55669 -6.72063 0.0 -0.1 0.0
H 2.48754 -2.13630 -5.35829 0.0 -0.1 0.0
H 0.45706 -0.48767 -6.22764 0.0 0.0 0.0
H 0.91162 -0.55530 -4.53230 -0.1 -0.2 -0.1
H -1.62960 -1.46161 -5.66236 -0.1 -0.2 0.0
H -1.08726 -1.48468 -3.97576 0.0 -0.1 0.2
F 3.47650 5.32917 1.20963 -0.1 -0.1 -0.3
N 5.87055 1.14810 3.43765 -0.2 -0.5 -0.2
O 6.12726 0.49196 2.42572 0.2 0.2 0.0
O 6.56796 2.17973 3.72630 -0.4 -2.5 -0.6
O 4.93528 0.87129 4.17411 -0.2 -0.3 0.2
Na 0.10829 2.05569 -1.61108 0.3 0.1 0.5
Na -1.53741 -5.46703 -9.29542 -0.1 -0.1 -1.1
```
Positions in Å, forces in eV/Å.

Computed properties:
E_LUMO in eV: -6.61
Net charge: +1

Atom charges from the Mulliken analysis, given in e for atoms 1 to 5: C -0.57; O -0.24; C -0.69; N 0.21; B 0.64

The following is a DFT calculation (ωB97M-V/def2-TZVPD) of a 8-piece molecular cluster, C11H35N4O11S overall at a distorted geometry.

The geometry in XYZ format:
```
62
Properties=species:S:1:pos:R:3:forces:R:3
N 25.59496 3.78928 -18.81759 -0.3 -0.2 0.8
H 25.27892 2.82234 -19.08060 -0.1 -0.3 -0.4
H 26.54263 3.98709 -19.15024 -0.1 0.1 0.0
H 25.57877 3.84959 -17.79278 0.4 0.0 -0.1
H 24.92814 4.49898 -19.12061 0.2 0.1 -0.4
N 22.85160 0.62961 -16.70225 -1.8 1.1 -0.5
H 23.26935 1.41642 -16.20287 0.4 -0.4 0.3
H 22.64199 -0.17088 -16.09142 0.9 -0.3 -0.2
H 23.29076 0.49920 -17.63116 0.4 -0.6 0.5
H 21.90477 0.97606 -16.92180 0.1 -0.1 0.1
N 25.84535 1.38567 -22.48252 -1.1 -0.1 1.3
H 25.43645 1.33224 -21.51356 0.1 -0.5 0.1
H 25.31642 2.17454 -22.85180 0.7 0.1 -0.8
H 25.57065 0.50870 -22.95679 0.0 -0.3 -0.1
H 26.85547 1.50102 -22.41025 0.0 0.2 -0.5
N 21.89296 2.62634 -20.57473 -0.1 1.0 -1.7
H 21.03429 2.54114 -20.02696 0.2 -0.6 0.1
H 22.73673 2.00521 -20.41528 0.2 -0.4 1.0
H 22.12487 3.62502 -20.56388 0.3 -0.1 0.3
H 21.64399 2.49870 -21.56858 -0.3 -0.3 0.3
C 24.58085 -0.19846 -19.67002 0.4 -0.5 -0.3
O 24.35176 1.18221 -19.84963 -0.6 1.4 0.0
H 25.60922 -0.46700 -19.94535 0.0 0.0 0.2
H 24.44834 -0.58333 -18.64395 0.1 0.2 0.1
H 23.97037 -0.86276 -20.29386 -0.2 0.3 -0.1
C 27.14182 0.06627 -16.79397 0.4 -0.9 -0.6
C 27.39571 -0.74472 -15.52627 -1.2 1.1 0.1
C 26.80730 -0.02095 -14.28609 0.9 0.3 0.6
O 25.70635 -0.82703 -13.86967 0.8 0.5 0.0
C 25.90174 -2.05283 -14.40374 -1.0 -0.6 -0.8
O 25.33371 -3.03022 -14.07558 -0.1 -0.2 0.2
O 26.68444 -1.97801 -15.51809 0.6 0.2 0.2
H 27.74670 0.96808 -16.69639 -0.2 0.1 -0.3
H 26.09394 0.26714 -17.04717 -0.2 0.3 0.7
H 27.44284 -0.51138 -17.67364 0.5 0.1 0.1
H 28.46383 -0.90565 -15.40647 0.0 -0.2 -0.1
H 26.49384 1.01721 -14.40346 -0.3 -0.1 -0.5
H 27.57552 0.05054 -13.51203 -0.2 -0.4 0.3
C 22.61921 -0.91111 -26.83540 0.4 0.2 0.1
C 22.39330 -1.41944 -25.41922 0.6 1.2 -1.1
C 22.72278 -2.89351 -25.22989 -0.9 0.5 -0.4
O 23.86164 -2.86449 -24.37547 0.3 -0.3 1.5
C 24.06489 -1.64969 -23.85877 -1.3 -0.6 -2.3
O 24.74404 -1.39853 -22.90401 0.7 0.8 0.5
O 23.39196 -0.73489 -24.59887 0.6 -0.2 1.4
H 21.95854 -1.37542 -27.56456 -0.2 0.2 0.1
H 23.65098 -1.12016 -27.13256 -0.1 -0.4 0.1
H 22.58705 0.17840 -26.87617 -0.6 0.0 0.0
H 21.45434 -1.09736 -24.96869 -0.2 -0.3 -0.3
H 22.98007 -3.39650 -26.15745 0.1 0.0 0.0
H 21.82787 -3.34972 -24.80133 0.6 -0.6 0.4
C 21.64448 -2.02447 -21.17956 0.4 0.0 0.1
C 21.38339 -0.69175 -21.88676 -0.7 1.2 0.9
O 20.13692 -0.79829 -22.55570 0.2 -0.6 -1.1
S 19.38949 -2.23732 -22.32898 -1.1 -0.4 0.6
O 19.04402 -2.88665 -23.54844 1.0 0.7 0.6
O 18.35985 -2.03588 -21.35093 1.4 0.0 -0.5
O 20.71669 -2.93898 -21.69832 -1.3 -0.1 -0.5
H 21.52628 -1.87754 -20.10202 0.0 -0.4 0.0
H 22.60863 -2.47394 -21.41855 0.1 0.3 0.2
H 22.22564 -0.30179 -22.46260 -0.3 -0.5 -0.8
H 21.14423 0.12075 -21.18052 0.5 -0.3 0.5
```
Positions in Å, forces in eV/Å.

Computed properties:
E_LUMO in eV: -10.01
Net charge: +3

Atom charges from the Mulliken analysis, given in e for atoms 1 to 5: N -0.40; H 0.15; H 0.41; H 0.40; H 0.37

> Among the records above, which one has the highest net charge?

C11H35N4O11S